Record 1
90
Properties=species:S:1:pos:R:3:forces:R:3:mulliken_spin:R:1 method="wB97M-V/def2-TZVPD" homo_energy_ha="-0.4778 / -0.4895" relative_energy_kj_mol=48.17 orbital_gap_ev="8.6 / 8.0" total_charge=+2 s2=6.009 multiplicity=5
Fe -0.8261 -0.8660 0.9343 -0.38 0.31 0.14 3.660
C -3.4358 0.6153 0.8368 0.01 0.01 0.04 0.005
C -4.1458 -0.7287 0.9548 -0.03 -0.02 0.00 0.012
O -3.1889 -1.7645 1.1993 -0.01 0.02 0.06 0.024
C -3.3278 -2.3977 2.4688 -0.03 0.08 0.01 0.006
C -2.0242 -3.0940 2.7426 0.11 -0.06 0.01 -0.006
O -0.9489 -2.1399 2.7417 -0.03 0.04 -0.13 0.055
C -0.6733 -1.5602 4.0249 -0.03 -0.03 0.00 0.012
C 0.4347 -0.5646 3.8001 0.03 -0.02 -0.05 -0.014
O 0.0318 0.3443 2.7712 0.04 -0.02 -0.06 0.020
C -0.8013 1.4060 3.2638 -0.05 -0.09 0.06 -0.005
C -1.7436 1.7918 2.1577 -0.05 0.02 -0.05 0.011
O -2.3423 0.5541 1.7587 0.17 -0.05 -0.13 0.031
H -3.0524 0.7912 -0.1704 0.02 0.00 -0.02 0.004
H -4.1141 1.4268 1.1088 0.00 0.01 -0.01 -0.001
H -4.8669 -0.6996 1.7726 0.00 -0.02 0.00 -0.001
H -4.6822 -0.9538 0.0327 -0.01 0.01 0.00 -0.001
H -3.5322 -1.6491 3.2406 -0.02 0.00 -0.01 -0.002
H -4.1513 -3.1167 2.4561 0.00 -0.02 0.00 0.001
H -2.0464 -3.6293 3.6929 -0.01 0.03 0.01 0.000
H -1.7936 -3.8077 1.9524 0.01 0.02 0.04 0.001
H -1.5755 -1.0781 4.4096 -0.01 -0.02 0.03 -0.002
H -0.3666 -2.3432 4.7209 0.03 0.00 0.00 0.002
H 0.6887 -0.0290 4.7161 -0.02 -0.01 0.02 -0.001
H 1.3248 -1.0687 3.4294 0.05 0.00 0.00 0.000
H -1.3832 1.0496 4.1168 0.02 0.01 0.02 0.000
H -0.1818 2.2417 3.5899 0.01 -0.01 -0.03 -0.001
H -2.5050 2.4852 2.5216 -0.01 -0.01 0.01 0.001
H -1.2133 2.2442 1.3180 -0.03 0.02 -0.02 0.002
C 2.6619 -5.2183 1.2894 -0.03 0.08 -0.11 0.011
Sb 1.4091 -3.6072 0.6529 0.06 0.26 -0.12 -0.008
C 1.9198 -3.5972 -1.4272 0.04 -0.18 0.08 0.003
C 2.7738 -2.0613 1.2746 0.08 -0.16 0.07 -0.015
H 3.6600 -5.0160 0.9043 0.04 -0.07 0.04 0.000
H 2.3001 -6.1628 0.8886 0.00 0.01 -0.01 0.000
H 2.6930 -5.2825 2.3750 -0.02 0.04 0.00 0.000
H 2.9643 -3.8815 -1.5497 0.01 0.03 -0.03 0.000
H 1.7538 -2.6084 -1.8480 -0.01 0.04 0.04 -0.003
H 1.2938 -4.3078 -1.9673 0.03 0.00 0.01 0.000
H 3.6840 -2.1488 0.6822 0.02 -0.01 0.02 0.000
H 3.0360 -2.2462 2.3177 0.00 0.05 0.00 -0.001
H 2.3871 -1.0471 1.1729 -0.10 -0.03 -0.04 0.011
N -3.2671 -3.1205 -2.4148 -0.01 0.04 -0.01 0.005
C -2.3026 -3.0060 -1.5087 0.07 -0.15 0.12 0.006
N -1.9680 -4.0633 -0.7801 -0.09 0.01 0.02 0.000
S -1.4827 -1.5027 -1.3509 0.15 0.01 -0.07 0.028
H -3.6928 -4.0053 -2.6447 0.02 0.01 0.00 0.000
H -3.4891 -2.3247 -2.9899 -0.01 0.00 0.00 0.000
H -2.4244 -4.9565 -0.8819 0.01 0.01 -0.03 0.001
H -1.1789 -3.9880 -0.1487 0.00 0.00 -0.07 0.000
C -2.2007 3.7650 -1.0576 0.00 0.00 0.06 0.001
Si -1.1600 2.6896 -2.1844 -0.05 -0.02 -0.01 0.008
C -2.2683 1.5454 -3.1667 0.04 -0.02 0.02 0.000
C -0.2638 3.8004 -3.3811 0.03 0.02 0.00 0.003
Sb 0.5225 1.2467 -0.8183 0.00 -0.04 0.07 0.113
Si 1.9358 2.9736 0.5009 -0.01 -0.03 -0.03 0.004
C 0.8337 4.1757 1.4276 -0.01 0.01 0.02 0.001
C 3.0488 3.9370 -0.6415 0.03 -0.03 -0.02 0.004
C 2.9609 1.9777 1.7046 0.01 -0.01 0.04 0.000
Si 2.1873 0.5868 -2.7171 -0.05 0.02 0.00 0.010
C 1.3148 -0.6238 -3.8464 0.02 -0.03 0.03 -0.001
C 2.7576 2.0312 -3.7469 0.01 0.06 -0.01 0.003
C 3.6814 -0.1375 -1.8643 -0.02 -0.03 -0.01 0.001
H -3.0063 4.1973 -1.6584 0.01 0.00 -0.01 0.000
H -1.6215 4.5973 -0.6542 -0.02 -0.02 0.01 0.000
H -2.6674 3.2352 -0.2263 0.01 0.01 -0.02 0.000
H -2.8562 2.1586 -3.8560 0.00 -0.01 0.00 0.000
H -2.9618 0.9747 -2.5476 0.02 0.00 0.01 0.001
H -1.6839 0.8373 -3.7581 -0.02 0.00 0.00 0.001
H -0.9961 4.4971 -3.8000 0.01 0.01 0.02 0.000
H 0.1611 3.2384 -4.2119 -0.03 0.03 0.02 0.000
H 0.5297 4.3891 -2.9189 0.00 -0.01 -0.01 -0.001
H -0.0597 4.4697 0.8758 0.03 -0.01 0.00 -0.001
H 1.4120 5.0847 1.6135 -0.01 0.00 0.02 0.000
H 0.5296 3.7914 2.4022 -0.01 0.03 -0.05 0.000
H 2.5026 4.4598 -1.4280 0.01 0.00 0.01 0.000
H 3.8046 3.3019 -1.1061 -0.02 0.01 0.00 0.000
H 3.5757 4.6885 -0.0462 -0.01 0.00 -0.01 0.000
H 2.3284 1.4488 2.4208 0.02 0.00 -0.03 0.000
H 3.6240 2.6436 2.2636 0.00 -0.01 0.00 0.000
H 3.5846 1.2414 1.1930 0.01 0.01 0.00 0.000
H 0.7589 -0.0777 -4.6124 -0.01 -0.01 0.02 0.000
H 0.6195 -1.2869 -3.3334 0.00 -0.01 0.02 0.002
H 2.0581 -1.2410 -4.3588 -0.01 0.02 -0.02 0.000
H 1.9931 2.3895 -4.4336 0.03 -0.02 0.01 0.000
H 3.5896 1.6611 -4.3554 0.00 0.00 0.00 0.001
H 3.1276 2.8770 -3.1695 -0.02 -0.03 -0.02 -0.001
H 3.4290 -0.9413 -1.1766 0.00 -0.04 0.03 -0.001
H 4.2277 0.6304 -1.3119 -0.02 -0.01 0.01 0.000
H 4.3579 -0.5410 -2.6232 0.01 0.01 0.02 0.000

Record 2
24
Properties=species:S:1:pos:R:3:forces:R:3:mulliken_spin:R:1 method="wB97M-V/def2-TZVPD" homo_energy_ha="-0.4705 / -0.4705" relative_energy_kj_mol=306.98 orbital_gap_ev="8.9 / 4.0" total_charge=+1 s2=0.755 multiplicity=2
C -1.4523 0.5819 2.8398 -2.60 4.22 -3.11 0.000
C -2.3545 -0.0356 -0.8762 -0.73 3.13 0.98 0.000
C -1.6207 0.9637 1.3064 0.77 -0.98 1.35 0.000
O -1.4654 2.1036 0.8941 -0.40 -1.51 -0.32 0.000
N -1.9106 -0.1701 0.5332 0.61 2.39 -2.16 0.000
H -0.8480 1.3495 3.2389 1.39 0.31 0.55 0.000
H -2.0982 -1.0500 0.8875 -0.34 -1.46 1.58 0.000
H -1.4874 0.3621 -1.4926 -1.40 -0.10 0.46 0.000
H -2.4417 0.9670 3.1735 0.25 -1.39 0.44 0.000
H -1.1558 -0.3893 2.9013 0.43 -2.60 1.00 0.000
H -2.6962 -0.9532 -1.3049 -0.09 -0.68 0.07 0.000
H -3.2887 0.7126 -0.8005 2.27 -1.43 -0.96 0.000
C 1.7219 1.5140 -1.4694 6.48 -0.79 4.15 -0.001
C 1.9153 -2.2970 -0.4531 -2.61 2.13 1.35 0.118
C 2.3266 -0.9229 -0.9761 -2.74 2.37 0.32 -0.038
O 3.4804 -0.9159 -1.3515 2.04 0.24 -0.80 0.804
N 1.5211 0.1716 -0.8850 3.29 -1.00 -1.27 0.070
H 0.6243 -0.1058 -0.7553 -3.60 -0.76 0.93 0.002
H 0.9359 2.0587 -1.6845 -4.58 1.82 -0.96 0.000
H 1.2936 -1.8847 0.5141 0.83 -1.75 -2.42 0.035
H 2.3105 2.1822 -0.6299 -1.34 -1.69 -2.02 0.005
H 2.3797 1.4411 -2.2971 0.52 -0.03 -0.86 0.001
H 1.5296 -2.9799 -1.2411 -0.36 0.79 0.71 -0.003
H 2.7806 -2.7034 -0.0716 1.91 -1.22 1.00 0.007

Record 3
57
Properties=species:S:1:pos:R:3:forces:R:3:nbo_charge:R:1 method="wB97M-V/def2-TZVPD" homo_energy_ha="-0.5414 / -0.5416" relative_energy_kj_mol=0.00 orbital_gap_ev="5.7 / 5.8" total_charge=+2 multiplicity=1
V -0.9548 0.0813 -0.0616 0.81 1.07 -1.57 1.645
C -2.6027 3.5001 1.9758 0.38 0.49 0.06 -0.182
C -1.7909 3.4460 3.1259 0.50 -0.41 0.02 -0.085
C -0.8561 2.4060 3.3088 -0.73 0.42 -1.12 -0.163
C -0.7384 1.4195 2.3206 0.07 0.17 0.47 -0.045
C -1.5171 1.4848 1.1210 0.10 1.25 0.59 -0.301
C -2.4048 2.5932 0.9587 0.09 -1.48 -0.79 -0.131
C 0.1925 0.2901 2.4605 -0.20 -1.10 -0.20 0.281
C 0.9335 -0.0583 3.5766 1.04 0.23 1.70 -0.238
C 1.7309 -1.2261 3.6347 -1.11 0.13 0.05 -0.001
C 1.7485 -2.1008 2.5182 -0.65 -0.17 -1.68 -0.132
C 2.3778 -3.3723 2.3967 0.25 -0.66 -0.03 -0.115
C 2.2162 -4.2313 1.2988 -0.33 1.32 0.81 -0.189
C 1.3115 -3.8274 0.2822 0.95 0.96 -0.91 -0.102
C 0.8805 -2.4901 0.2102 0.16 -2.12 0.33 -0.282
C 1.0091 -1.7035 1.3435 -1.22 1.33 1.19 0.277
N 0.1572 -0.5676 1.4152 1.49 -0.22 -0.94 -0.587
H -3.3124 4.3142 1.7933 0.32 -0.29 0.35 0.265
H -1.8035 4.2353 3.8812 -0.31 -0.23 -0.29 0.259
H -0.1936 2.4300 4.1596 -0.05 -0.09 0.10 0.250
H -2.9534 2.6657 0.0112 0.12 0.16 0.49 0.241
H 0.8505 0.6359 4.4503 0.36 -0.97 -0.81 0.261
H 2.2139 -1.5794 4.5719 -0.26 0.68 -0.74 0.268
H 2.9740 -3.7295 3.2287 0.19 0.16 -0.06 0.245
H 2.8423 -5.1309 1.2284 -0.79 0.23 0.11 0.267
H 1.0773 -4.4829 -0.5638 0.26 0.17 0.36 0.247
H 0.3908 -2.1541 -0.7014 -0.21 0.05 0.10 0.210
F -3.2310 -3.7626 -5.0777 0.07 0.17 1.62 -0.287
C -3.0782 -3.1810 -3.8546 -0.72 -0.13 -1.82 0.461
C -2.7052 -3.8823 -2.7493 1.49 -0.67 1.56 -0.271
C -2.3442 -3.1396 -1.5875 -0.13 -1.08 0.73 -0.145
C -2.7020 -1.7963 -1.4507 0.85 1.07 -2.87 -0.124
C -2.5609 -0.9331 -0.2813 -1.73 -1.79 0.83 -0.632
C -3.1339 -1.0942 -2.6604 0.13 -1.83 0.54 -0.137
C -3.3394 -1.8194 -3.8253 -0.63 1.81 -0.06 -0.252
H -2.5631 -4.9813 -2.7453 0.00 0.93 -0.26 0.268
H -1.7809 -3.6582 -0.7490 -1.17 0.51 -1.00 0.228
H -2.6771 -1.5124 0.6815 0.52 0.66 -0.43 0.293
H -3.3849 -0.2196 -0.3423 0.22 0.61 0.33 0.290
H -3.2590 -0.0189 -2.6320 -0.32 -0.07 -0.05 0.221
H -3.8068 -1.3338 -4.7170 0.83 -0.50 0.75 0.270
O 0.8649 0.1493 -3.5316 -1.58 -0.30 1.32 -0.478
C 0.6512 0.7343 -2.4978 1.91 0.18 -2.06 0.763
O -0.4801 0.6486 -1.7403 -1.13 -1.33 2.57 -0.670
C 1.6495 1.7131 -2.0433 -0.27 1.15 0.82 -0.188
C 2.5484 2.2016 -3.0038 -1.67 -0.07 0.87 -0.083
C 3.3899 3.2398 -2.6552 0.10 -0.28 -0.99 -0.203
C 3.4888 3.6521 -1.3492 -0.06 0.77 2.24 -0.131
C 2.6322 3.0799 -0.3678 1.19 -0.28 -0.87 0.032
C 1.6366 2.2192 -0.7313 0.41 -1.64 -1.02 -0.145
N 2.9227 3.0703 1.0713 -0.20 1.68 2.54 0.509
O 2.2647 2.2022 1.7250 1.91 1.88 -0.67 -0.444
O 3.6762 3.9368 1.5863 -2.04 -2.82 -1.71 -0.292
H 2.3614 1.8525 -4.0099 0.63 0.04 -0.10 0.260
H 3.9258 3.6399 -3.5041 0.50 0.48 0.48 0.257
H 4.1662 4.4345 -0.9591 -0.17 -0.59 -0.65 0.271
H 1.0894 1.7109 0.0565 -0.15 0.41 -0.23 0.195